# C26H51Cl8N3O6

11 unconnected molecules or ions with the total composition C26H51Cl8N3O6 in a non-equilibrium geometry (the ωB97M-V functional and the def2-TZVPD basis, OMol25).

XYZ file:
```
94
C26H51Cl8N3O6 | OMol25 | the ωB97M-V functional and the def2-TZVPD basis
N 7.30235 -13.57248 -8.11658
C 7.41442 -14.05739 -9.40527
C 8.73540 -13.81099 -9.81103
C 9.53279 -13.32735 -8.74107
C 8.53347 -13.22059 -7.70347
H 6.45208 -13.59865 -7.57210
H 6.57323 -14.37469 -10.00370
H 9.09196 -14.00204 -10.81241
H 10.59515 -13.13379 -8.72312
H 8.57894 -12.82337 -6.70021
N 3.78187 -9.57324 -4.97751
C 4.40252 -10.32516 -5.94335
C 5.50660 -10.88027 -5.38666
C 5.71152 -10.30652 -4.14613
C 4.56691 -9.60651 -3.85490
H 2.89765 -9.09452 -5.07278
H 3.97062 -10.29386 -6.93273
H 6.19801 -11.49764 -5.94092
H 6.55320 -10.48285 -3.49277
H 4.30684 -9.05461 -2.96374
N 3.64217 -10.19170 -10.79791
C 4.96008 -10.13897 -11.00909
C 5.56748 -10.99123 -10.13983
C 4.58593 -11.58898 -9.36207
C 3.39648 -10.99576 -9.78185
H 2.86956 -9.63129 -11.12825
H 5.41585 -9.45700 -11.71165
H 6.63691 -11.08414 -10.02117
H 4.65828 -12.31578 -8.56650
H 2.37028 -11.08985 -9.45864
C 3.63290 -5.48097 -9.66196
Cl 3.64746 -4.07549 -8.53529
Cl 4.75730 -6.81794 -9.21289
Cl 1.94582 -6.08505 -9.77184
Cl 4.10737 -4.88966 -11.21159
C 10.86339 -11.16400 -4.62069
Cl 10.00098 -12.71068 -4.44720
Cl 9.93602 -9.82315 -3.92339
Cl 12.43458 -11.28945 -3.72230
Cl 11.18790 -10.83214 -6.26390
C 11.88680 -6.10471 -8.12560
C 10.33633 -5.94372 -7.95717
O 9.68030 -6.00995 -9.19768
H 12.27805 -6.17477 -7.11065
H 12.37468 -5.24308 -8.58131
H 12.17965 -6.94468 -8.75552
H 10.12420 -4.99667 -7.46098
H 10.04849 -6.73210 -7.26168
H 8.79696 -5.68437 -9.00976
C 8.24443 -9.46894 -7.77778
C 7.04747 -8.57139 -7.43454
O 7.08189 -8.35041 -6.03246
H 8.21358 -9.71792 -8.83851
H 8.13728 -10.39610 -7.21475
H 9.21981 -9.11989 -7.43880
H 6.05042 -8.95887 -7.64394
H 7.17478 -7.62354 -7.95748
H 6.59884 -9.02751 -5.55308
C 7.72000 -7.14119 -12.25500
C 8.82052 -8.00944 -11.71414
O 10.02079 -7.32109 -11.74211
H 6.74603 -7.57960 -12.03759
H 7.94975 -6.98207 -13.30856
H 7.71518 -6.19143 -11.72017
H 8.93544 -8.84459 -12.40510
H 8.41926 -8.41617 -10.78588
H 10.08135 -6.76462 -10.96219
C 11.38148 -10.05832 -10.12739
C 11.16170 -10.71939 -11.46947
O 11.38131 -9.71739 -12.44359
H 10.78420 -10.57929 -9.37910
H 10.99040 -9.04104 -10.14443
H 12.42733 -10.04195 -9.82076
H 10.11120 -11.00447 -11.41237
H 11.75630 -11.60728 -11.68444
H 10.84063 -8.98562 -12.13734
C 9.23269 -4.10874 -4.32626
C 8.78612 -5.59390 -4.47355
O 7.88780 -5.79681 -5.56134
H 9.87810 -4.02754 -3.45165
H 8.39083 -3.41663 -4.34520
H 9.86709 -3.75733 -5.13999
H 8.32676 -5.99740 -3.57118
H 9.67111 -6.22075 -4.58293
H 7.63617 -6.72000 -5.63881
C 8.12656 -2.81767 -8.94623
C 7.46669 -3.36000 -7.69217
O 7.07695 -4.72046 -7.97503
H 7.51601 -2.91889 -9.84350
H 9.05238 -3.36551 -9.12178
H 8.40449 -1.77645 -8.78280
H 6.59934 -2.77432 -7.38758
H 8.19515 -3.31493 -6.88259
H 7.02728 -5.14727 -7.11656
```

Output
- Charge: -1
- Kohn-Sham gap (spin up / spin down): 2.1 / 7.7 eV
- Spin multiplicity: 2
- Expectation value of S²: 0.753
- Strongest force on any atom: 4.00 eV Å⁻¹
- Lowest unoccupied orbital energy (spin up / spin down): 1.604 / 1.604 eV

Results of the Löwdin charge analysis, in e, for atoms 1 through 8: 0.012 -0.133 -0.133 -0.072 -0.178 0.137 0.103 0.086